Molecular formula: C10H16AsAuO3S
Method: DFT, ωB97M-V with the def2-TZVPD basis set

As for the total charge: 0. The energy above the lowest of the compared OMol25 structures with the same formula, charge and spin comes out at 17.1 kcal/mol. Its HOMO energy is -9.10 eV. The value obtained for the total energy is -3385.995885 hartree. Its spin multiplicity is 1. As for the molar mass: 488.19 Da.

Last column: Mulliken charge in e.
Atoms and positions in Å:
Au 0.87187 -1.98443 -0.68923  0.181
C 1.16056 -0.30255 2.43556  -1.016
As 0.54082 -1.98691 1.65620  0.476
C 1.40759 -3.35055 2.63953  -1.027
C -1.34156 -2.04571 2.36395  -1.106
H 1.05439 -0.33132 3.54531  0.375
H 0.57308 0.51789 2.04805  0.250
H 2.20476 -0.15806 2.30461  0.393
H 2.32158 -2.93970 3.01970  0.377
H 1.69780 -4.01124 1.85339  0.346
H 0.77654 -3.84436 3.37257  0.335
H -1.31034 -1.98271 3.49527  0.363
H -1.84217 -2.97091 2.17316  0.397
H -1.93824 -1.26671 1.92960  0.337
C -0.06637 4.13648 -0.36265  -1.247
C -0.21862 2.83698 -1.16623  0.622
C -1.01624 1.82353 -0.65526  -0.162
C -1.24705 0.62616 -1.31995  -0.541
C -0.55208 0.37026 -2.48438  -0.011
C 0.27395 1.31343 -3.05052  -0.798
C 0.47594 2.57011 -2.33780  -0.594
S -0.63703 -1.31990 -3.13528  1.413
O -1.70898 -1.94287 -2.42613  -0.662
O -0.74602 -1.35835 -4.54671  -0.674
O 0.78034 -1.73860 -2.72556  -0.666
H -0.98375 4.73898 -0.53037  0.284
H 0.79108 4.70027 -0.74379  0.354
H 0.08221 3.91265 0.73130  0.286
H -1.44466 1.86403 0.37079  0.364
H -1.85394 -0.20677 -0.94705  0.588
H 0.77097 1.06262 -3.98809  0.402
H 1.12353 3.26826 -2.82995  0.362



Molecular formula: C10H16AsBeCl2O
Method: DFT, ωB97M-V with the def2-TZVPD basis set

As for the total charge: +1. Its HOMO energy is -11.35 eV. The value obtained for the total energy is -3636.614485 hartree. Its spin multiplicity is 1. As for the molar mass: 307.08 Da.

Last column: Mulliken charge in e.
Atoms and positions in Å:
Be -0.39127 -0.11379 0.09332  -0.786
Cl -0.61579 0.29681 2.32701  -0.056
C -1.50711 1.72984 1.78647  -0.293
Cl -0.80806 2.24439 0.24629  -0.073
H -1.40443 2.51960 2.52063  0.372
H -2.54341 1.45040 1.62750  0.352
C 2.95883 2.12040 -0.19597  -1.054
As 2.65063 0.25674 0.19116  0.788
C 3.78617 -0.83818 -0.89957  -1.054
C 3.04857 -0.06880 2.05109  -1.083
O 1.08612 -0.18895 -0.17444  0.123
H 4.00732 2.33494 0.01036  0.418
H 2.33096 2.74555 0.43367  0.343
H 2.74573 2.31872 -1.24425  0.370
H 4.82790 -0.55374 -0.76326  0.393
H 3.49710 -0.70988 -1.94059  0.352
H 3.64412 -1.87782 -0.61128  0.361
H 4.13178 -0.08192 2.16954  0.406
H 2.64163 -1.03577 2.33931  0.374
H 2.62942 0.71476 2.67714  0.364
C -4.37381 -1.53490 -1.58074  -0.352
C -3.93724 -2.02010 -0.35712  -0.735
C -2.71072 -1.61806 0.15143  -0.050
C -1.86488 -0.73321 -0.53261  0.632
C -2.34160 -0.26787 -1.76931  -0.114
C -3.56678 -0.65510 -2.28859  -0.772
H -5.33227 -1.84079 -1.97917  0.383
H -4.55235 -2.71749 0.19799  0.373
H -2.40443 -2.02047 1.11415  0.318
H -1.73079 0.41440 -2.35635  0.329
H -3.90133 -0.26970 -3.24381  0.368



Molecular formula: C10H16AuN4SSeSi
Method: DFT, ωB97M-V with the def2-TZVPD basis set

As for the total charge: +1. The energy above the lowest of the compared OMol25 structures with the same formula, charge and spin comes out at 0.0 kcal/mol. Its HOMO energy (alpha / beta) is -10.80 / -11.46 eV. Its expectation value of S² is 2.009. The value obtained for the total energy is -3834.284744 hartree. Its spin multiplicity is 3. As for the molar mass: 528.35 Da.

Last column: Mulliken spin population.
Atoms and positions in Å:
Au -0.03655 0.72059 -0.16001  0.374
N -0.35622 4.44690 2.17471  0.016
C -0.06171 3.43270 1.35687  -0.036
S -0.90728 1.92692 1.69309  0.317
N 0.82373 3.66582 0.41286  0.019
N 1.05432 2.60416 -0.37773  0.126
C 1.85910 2.68760 -1.36434  0.016
C 2.09445 1.49037 -2.18002  0.001
C 2.99057 1.50354 -3.23580  0.001
C 3.21809 0.33208 -3.94170  0.001
C 2.54718 -0.82032 -3.56992  0.001
C 1.65657 -0.75422 -2.51165  0.000
N 1.42916 0.37102 -1.83942  0.062
H -1.00977 4.33349 2.92778  0.001
H 0.11158 5.32921 2.04677  -0.003
H 2.37088 3.61842 -1.58497  -0.002
H 3.50442 2.42036 -3.49011  -0.001
H 3.91516 0.32045 -4.76846  0.000
H 2.70135 -1.75686 -4.08556  0.000
H 1.09924 -1.62587 -2.19396  -0.006
C -3.80019 -1.99096 1.97769  0.019
Si -2.02499 -2.24062 1.50668  -0.075
C -1.62645 -3.96376 0.93513  0.021
C -0.83375 -1.63209 2.78538  0.001
Se -1.80667 -1.00747 -0.51845  1.136
H -4.00976 -2.58390 2.87206  0.001
H -4.48275 -2.31496 1.19164  0.002
H -4.01230 -0.94753 2.21479  0.002
H -1.75445 -4.64496 1.78122  0.003
H -0.59394 -4.05492 0.59530  0.004
H -2.28905 -4.29724 0.13599  0.001
H -0.95714 -2.25015 3.67981  0.000
H -1.01593 -0.59649 3.07557  0.000
H 0.20309 -1.72133 2.45875  0.000



Molecular formula: C10H16BrF3NO4
Method: DFT, ωB97M-V with the def2-TZVPD basis set

As for the total charge: -1. Its HOMO energy is -1.79 eV. The value obtained for the total energy is -3619.798953 hartree. Its spin multiplicity is 1. As for the molar mass: 351.14 Da.

Last column: Mulliken charge in e.
Atoms and positions in Å:
O 7.95804 -1.22217 2.16388  -0.550
C 6.78255 -0.98750 1.53675  0.270
O 5.75002 -0.17972 2.25521  -0.219
C 4.79506 0.38437 1.28897  -0.395
C 3.37177 0.73077 2.08432  -0.462
N 2.32526 -0.17531 1.47435  -0.445
C 1.16539 0.59692 0.88540  -0.522
C -0.19638 -0.31433 1.20580  -0.055
C -0.01958 -1.32063 2.48808  -0.495
Br 0.74164 -3.14025 1.98855  -0.253
H 6.61592 -1.44895 0.46778  0.274
H 4.58520 -0.45896 0.47907  0.308
H 5.15661 1.35142 0.73737  0.133
H 3.11943 1.87333 2.05768  0.297
H 3.49728 0.40128 3.22393  0.167
H 1.30634 0.63635 -0.29419  0.050
H 1.08380 1.69763 1.27612  0.205
H -1.03003 0.45938 1.48314  0.053
H -0.44624 -0.97286 0.25593  0.114
H 0.60004 -0.83099 3.38259  0.243
H -1.10414 -1.50180 2.93727  0.355
C -5.23167 -1.26450 -3.00431  -1.087
C -4.56692 -0.06311 -3.65019  -0.194
O -4.27251 0.93975 -2.66642  -0.321
C -3.11660 0.76222 -1.95046  0.340
O -2.35402 -0.18735 -2.10670  -0.492
C -2.90269 1.92256 -0.97924  0.809
F -4.04041 2.26742 -0.31001  -0.262
F -2.48048 3.05229 -1.61617  -0.264
F -1.96944 1.65342 -0.02312  -0.186
H -6.11738 -0.95588 -2.43920  0.294
H -5.53054 -1.99457 -3.76084  0.362
H -4.55675 -1.75439 -2.29602  0.313
H -5.25439 0.39231 -4.37263  0.304
H -3.66420 -0.34816 -4.20266  0.310



Molecular formula: C10H16ClIInO3
Method: DFT, ωB97M-V with the def2-TZVPD basis set

As for the total charge: +3. Its HOMO energy is -19.21 eV. The value obtained for the total energy is -1562.842361 hartree. Its spin multiplicity is 1. As for the molar mass: 461.41 Da.

Last column: Mulliken charge in e.
Atoms and positions in Å:
C 2.56487 -0.28459 0.82924  -0.738
C 2.53628 1.19603 0.05147  0.018
O 3.78874 1.20223 -0.77560  -0.366
C 1.29676 1.34199 -1.01147  -0.504
C -0.19115 1.46642 -0.33546  -0.458
C -0.37912 1.35466 1.28895  0.336
Cl 0.14803 2.90828 2.15532  -0.181
O -1.87559 1.39900 1.39739  -0.309
C -2.59935 0.97659 0.15983  0.219
O -3.91637 0.90258 -0.08144  -0.407
C -1.42249 0.53571 -0.89317  0.011
C -0.87275 -1.00885 -0.89446  -0.760
C -2.02367 -2.15364 -0.63592  -0.084
C -1.28501 -3.34943 0.26987  -0.978
I -2.58203 -2.90595 -2.65368  0.769
H 2.07640 -1.08292 0.11754  0.200
H 3.72103 -0.54053 0.93355  0.409
H 2.06108 -0.21463 1.88729  0.220
H 2.65793 2.09991 0.79643  0.288
H 3.66117 0.39821 -1.39359  0.423
H 1.48930 2.33183 -1.63654  0.274
H 1.40717 0.44379 -1.78012  0.384
H -0.52348 2.55354 -0.68340  0.523
H -0.17202 0.30213 1.80712  0.287
H -1.52305 0.78329 -2.03384  0.560
H -0.10303 -1.10967 0.01056  -0.268
H -0.30047 -1.32272 -1.87593  0.754
H -2.95917 -1.78302 -0.03777  0.491
H -1.17358 -3.02285 1.40857  0.326
H -0.17338 -3.47394 -0.12474  0.347
H -1.91667 -4.33958 0.20975  0.418
In -1.41637 4.39613 3.52425  0.798



Molecular formula: C10H16ClP
Method: DFT, ωB97M-V with the def2-TZVPD basis set

As for the total charge: 0. The energy above the lowest of the compared OMol25 structures with the same formula, charge and spin comes out at 47.5 kcal/mol. Its HOMO energy is -7.92 eV. The value obtained for the total energy is -1192.039373 hartree. Its spin multiplicity is 1. As for the molar mass: 202.67 Da.

Last column: Mulliken charge in e.
Atoms and positions in Å:
C 0.61489 -0.70898 0.40542  0.741
C -0.70157 -0.25285 0.92902  1.537
C 1.06245 0.05137 -0.57596  -0.814
C -1.33046 0.77603 0.40108  -0.128
C 0.18694 1.13722 -1.09615  1.837
C 1.46382 -1.73557 1.02427  -1.987
C -1.36341 -1.05226 2.01517  -1.769
C 2.39495 -0.07763 -1.21295  -1.313
C -2.51953 1.54605 0.76674  -1.233
C -0.34553 0.88639 -2.54754  -1.850
P 1.08086 2.71008 -0.76578  -0.067
Cl -0.40585 4.01853 -0.65066  -0.242
H 0.91488 -2.53576 1.41892  0.470
H 1.87779 -1.17931 1.98277  0.270
H 2.37261 -2.02244 0.36786  0.329
H -1.44775 -0.46263 2.97063  0.310
H -0.77165 -2.03920 2.14293  0.218
H -2.34877 -1.25916 1.68820  0.426
H 2.15313 -0.21313 -2.26571  0.265
H 2.98289 -0.83989 -0.60351  0.273
H 3.06910 0.76384 -1.07791  0.347
H -3.03797 1.98909 -0.06603  0.303
H -2.15241 2.34195 1.46207  0.242
H -3.20813 0.79402 1.33792  0.337
H -0.18087 -0.12912 -2.57374  0.521
H 0.16801 1.40266 -3.25710  0.525
H -1.36051 1.08462 -2.48181  0.367
H 1.41551 2.28247 0.54160  0.086



Molecular formula: C10H16CrF6NO4S6
Method: DFT, ωB97M-V with the def2-TZVPD basis set

As for the total charge: +2. Its HOMO energy (alpha / beta) is -16.85 / -16.66 eV. Its expectation value of S² is 0.765. The value obtained for the total energy is -4778.562671 hartree. Its spin multiplicity is 2. As for the molar mass: 572.63 Da.

Last column: Mulliken spin population.
Atoms and positions in Å:
Cr -0.01203 -0.24724 -0.19318  1.111
C 2.89922 0.93872 -1.46155  0.000
C 2.03124 2.18066 -1.45987  0.004
S 0.31437 1.62349 -1.62206  -0.023
C -0.64740 3.00365 -0.95071  0.003
C -2.05059 2.47676 -0.71129  0.001
S -2.08240 0.90819 0.21332  -0.043
C -2.09252 1.39063 1.96057  -0.001
C -0.72365 1.75728 2.49303  0.005
S 0.41419 0.41226 2.06878  -0.024
C 2.02097 1.24716 2.06745  0.002
C 2.99851 0.33603 1.35041  -0.001
S 2.37407 -0.29616 -0.24228  -0.043
H 3.94767 1.17269 -1.27783  -0.001
H 2.84131 0.41555 -2.41773  0.001
H 2.26268 2.81248 -2.31757  -0.002
H 2.13992 2.76724 -0.54890  -0.003
H -0.65711 3.80455 -1.69018  -0.001
H -0.17396 3.36613 -0.03925  0.002
H -2.54878 2.24734 -1.65384  0.000
H -2.66923 3.19322 -0.17163  -0.001
H -2.50062 0.52196 2.47955  0.000
H -2.80429 2.20831 2.07460  -0.001
H -0.74669 1.84393 3.57950  -0.002
H -0.34841 2.68954 2.07357  -0.002
H 2.32987 1.40070 3.10163  0.000
H 1.91959 2.21545 1.57930  0.001
H 3.20790 -0.55761 1.93836  0.001
H 3.94579 0.83592 1.15021  -0.001
F -3.96388 -1.25794 -1.83587  0.000
C -3.31328 -2.28942 -1.32574  0.000
F -3.95313 -3.40717 -1.55021  0.000
F -3.14803 -2.10565 -0.01433  0.000
S -1.63678 -2.36831 -2.10027  0.001
O -1.02859 -1.04525 -1.67841  0.005
O -1.77343 -2.52562 -3.49377  -0.002
N -0.96901 -3.53583 -1.29703  0.005
S 0.35168 -3.24272 -0.51807  0.001
O 0.13228 -2.09344 0.44179  0.010
O 1.53459 -3.11889 -1.30143  -0.001
C 0.50773 -4.69101 0.63113  -0.002
F 0.70338 -5.76795 -0.08486  0.000
F 1.55321 -4.43187 1.39831  0.000
F -0.58635 -4.78776 1.35638  0.000



Molecular formula: C10H16HgN2P
Method: DFT, ωB97M-V with the def2-TZVPD basis set

As for the total charge: -1. The energy above the lowest of the compared OMol25 structures with the same formula, charge and spin comes out at 0.0 kcal/mol. Its HOMO energy is -1.10 eV. The value obtained for the total energy is -994.700844 hartree. Its spin multiplicity is 1. As for the molar mass: 395.82 Da.

Last column: Mulliken charge in e.
Atoms and positions in Å:
C 0.58770 1.23465 -3.16441  -0.191
C 0.34551 0.42898 -4.23060  -0.639
C 0.01075 -0.94764 -4.22999  -0.278
C -0.08534 -1.81777 -3.12040  -0.236
C 0.05144 -1.50464 -1.80672  -0.972
Hg 0.20816 0.50338 -1.25828  0.453
P 0.38778 2.96877 -0.34090  -0.245
H 0.91500 2.27816 -3.28789  0.093
H 0.40087 0.85725 -5.24433  0.170
H -0.16374 -1.39900 -5.21031  0.225
H 0.05438 -2.29552 -1.04412  0.247
H -0.30346 -2.86022 -3.40676  0.204
H -0.75536 3.40953 0.39990  0.044
H 0.51619 3.94818 -1.37154  0.078
H 1.50557 3.24301 0.52133  0.008
C 1.22377 0.20684 4.33602  -1.097
C 0.46451 -0.14433 3.11914  0.699
C -0.64402 -0.95815 2.90576  -0.922
C -0.95621 -0.89153 1.52803  0.523
N -0.05967 -0.08047 0.94173  -0.262
N 0.78820 0.33804 1.90640  0.002
C -2.05717 -1.58076 0.81761  -1.219
H 0.56455 0.67191 5.08174  0.260
H 1.66128 -0.69152 4.79217  0.264
H 2.03699 0.91016 4.11513  0.309
H -1.16447 -1.53356 3.64875  0.391
H 1.50919 1.02010 1.69603  0.186
H -1.96386 -2.67224 0.92838  0.260
H -3.03351 -1.28770 1.23372  0.326
H -2.04502 -1.35390 -0.25560  0.318